Entry from OMol25: one molecule with the formula C21H29N5OS in a non-equilibrium geometry (the ωB97M-V functional and the def2-TZVPD basis).

Results
Multiplicity   1
E_HOMO   -8.3 eV
Structure (SMILES)   CCCc1[nH]n(-c2nc3ccccc3s2)c(=O)c1/C=N/CCCN(CC)CC
Calculated total energy   -1564.818151 Ha
HOMO-LUMO gap   8.8141 eV
Charge   0
Energy above the lowest of the compared OMol25 structures with the same formula, charge and spin   33.3 kcal/mol
Molar mass   399.56 g mol⁻¹

Each line ends with the Löwdin charge.
Geometry (Å):
C: -1.8377 -3.4068 -0.6086  -0.101
H: -2.5267 -3.1987 -1.4230  0.069
C: -0.8475 -2.2622 -0.4513  -0.251
H: -1.3905 -1.3412 -0.2450  0.081
H: -0.2797 -2.1326 -1.3753  0.115
C: 0.1165 -2.5214 0.7161  -0.130
C: 1.0634 -1.3944 0.8749  -0.164
C: 0.8388 -0.1443 1.4236  -0.066
C: -0.3723 0.3568 2.0134  -0.101
N: -1.4155 -0.3536 2.0968  0.031
C: -2.6230 0.1924 2.6297  -0.239
C: -3.7113 0.1482 1.5497  -0.172
H: -4.6752 0.3583 2.0144  0.106
H: -3.7360 -0.8548 1.1226  0.112
C: -3.4185 1.1473 0.4297  -0.213
N: -4.0819 0.7937 -0.8128  -0.198
C: -5.5310 0.8373 -0.7569  -0.254
H: -5.8994 0.4173 -1.6980  0.113
H: -5.8502 0.1693 0.0458  0.103
C: -6.1664 2.2175 -0.5455  -0.080
H: -5.8775 2.6361 0.4152  0.062
H: -7.2494 2.1267 -0.5656  0.070
H: -5.8631 2.9063 -1.3306  0.066
C: -3.5186 1.4910 -1.9580  -0.264
C: -2.2330 0.8219 -2.4399  -0.085
H: -2.4128 -0.2363 -2.6084  0.069
H: -1.9065 1.2792 -3.3708  0.070
H: -1.4329 0.9242 -1.7115  0.057
H: -3.3178 2.5529 -1.7383  0.118
H: -4.2499 1.4505 -2.7688  0.114
H: -3.6689 2.1691 0.7648  0.123
H: -2.3445 1.1259 0.2329  0.099
H: -2.4975 1.2244 2.9997  0.116
H: -2.9297 -0.4454 3.4654  0.115
H: -0.3143 1.3929 2.3752  0.138
C: 2.0558 0.6189 1.3124  -0.397
O: 2.3852 1.7450 1.6329  -0.009
N: 2.9529 -0.2599 0.6790  -0.003
C: 4.2495 0.0106 0.3878  -0.525
N: 5.0459 -0.8313 -0.1722  0.114
C: 6.2866 -0.2761 -0.3335  -0.319
C: 7.3887 -0.9059 -0.9027  -0.024
C: 8.5765 -0.2115 -0.9937  -0.093
C: 8.6819 1.0968 -0.5278  -0.097
C: 7.5978 1.7383 0.0402  -0.097
C: 6.4013 1.0501 0.1363  -0.453
S: 4.8775 1.5955 0.8012  1.156
H: 7.6750 2.7512 0.4029  0.106
H: 9.6238 1.6174 -0.6110  0.100
H: 9.4399 -0.6883 -1.4330  0.100
H: 7.2955 -1.9191 -1.2599  0.109
N: 2.3319 -1.4522 0.4240  0.150
H: 2.8452 -2.2054 -0.0051  0.169
H: 0.6637 -3.4520 0.5514  0.122
H: -0.4763 -2.5955 1.6285  0.117
H: -2.4144 -3.5327 0.3040  0.074
H: -1.3231 -4.3416 -0.8232  0.072

---

Entry from OMol25: a 8-piece molecular cluster, C52H128BrN7O10 overall in a non-equilibrium geometry (the ωB97M-V functional and the def2-TZVPD basis).

Results
Multiplicity   1
E_HOMO   -19.5 eV
Calculated total energy   -5765.436032 Ha
HOMO-LUMO gap   8.7947 eV
Charge   +6
Molar mass   1091.54 g mol⁻¹

Each line ends with the Löwdin charge.
Geometry (Å):
C: 6.8006 1.2900 4.0794  -0.098
C: 6.4923 2.7414 4.5065  -0.230
C: 5.4022 2.8721 5.5499  -0.160
C: 4.2492 1.9661 5.0486  -0.132
N: 2.9705 2.0683 5.8396  -0.251
C: 1.8986 1.1171 5.3421  -0.074
C: 0.5758 1.7511 5.8925  -0.139
C: 0.8310 3.2298 5.7284  -0.120
C: 2.3893 3.4150 5.6892  -0.097
C: 3.2083 1.8679 7.3003  -0.132
C: 3.7285 0.4919 7.6626  -0.223
C: 4.0797 0.3917 9.1521  -0.058
H: 7.1525 0.6714 4.9034  0.089
H: 7.5254 1.2145 3.2625  0.088
H: 5.9036 0.7645 3.7193  0.032
H: 6.2076 3.2848 3.5897  0.111
H: 7.3708 3.2603 4.8847  0.126
H: 5.0993 3.9088 5.5534  0.118
H: 5.8025 2.6660 6.5364  0.127
H: 4.5294 0.9177 5.1184  0.108
H: 4.0350 2.2005 3.9804  0.142
H: 2.0718 0.0328 5.4376  0.124
H: 1.9541 1.3600 4.2709  0.124
H: 0.3943 1.3678 6.8894  0.115
H: -0.3341 1.4455 5.3875  0.112
H: 0.4987 3.7846 6.6368  0.139
H: 0.2463 3.6822 4.9615  0.100
H: 2.7743 4.0744 6.4836  0.147
H: 2.7139 3.9260 4.7972  0.129
H: 2.2360 2.0070 7.8183  0.153
H: 3.8872 2.6950 7.6054  0.146
H: 4.6590 0.3414 7.1235  0.105
H: 3.0024 -0.3037 7.4103  0.116
H: 4.7164 1.2416 9.3761  0.087
H: 4.6347 -0.5213 9.2913  0.085
H: 3.2102 0.4100 9.8114  0.093
C: 0.0300 3.7961 -6.5397  -0.102
C: 1.0156 3.3247 -5.4970  -0.221
C: 1.3263 1.8026 -5.7877  -0.188
C: 2.2953 1.6080 -6.9252  -0.113
N: 2.4868 0.1527 -7.2938  -0.229
C: 3.1061 0.0405 -8.6749  -0.093
C: 2.8723 -1.3760 -9.0842  -0.127
C: 1.4781 -1.6866 -8.4483  -0.113
C: 1.1877 -0.5440 -7.5077  -0.116
C: 3.3416 -0.5237 -6.2511  -0.086
C: 4.7656 0.1515 -6.0051  -0.156
C: 4.6882 0.7805 -4.5787  -0.091
H: -0.8439 3.1579 -6.4597  0.069
H: 0.3028 3.7372 -7.5853  0.078
H: -0.3161 4.8318 -6.3632  0.082
H: 0.5180 3.3833 -4.5499  0.065
H: 1.9330 3.9373 -5.3959  0.125
H: 0.4008 1.2493 -6.0132  0.105
H: 1.7825 1.3298 -4.9160  0.088
H: 3.2469 2.0115 -6.5713  0.127
H: 1.9353 2.0966 -7.8464  0.143
H: 4.1955 0.2731 -8.6073  0.154
H: 2.5862 0.7537 -9.3065  0.144
H: 3.6074 -2.0527 -8.6893  0.110
H: 2.8695 -1.4075 -10.1787  0.140
H: 1.6567 -2.6377 -7.8891  0.130
H: 0.7446 -1.8447 -9.2185  0.120
H: 0.8261 -0.8799 -6.5571  0.126
H: 0.5285 0.2079 -7.9540  0.149
H: 3.5215 -1.5846 -6.5295  0.142
H: 2.7848 -0.5374 -5.3172  0.112
H: 4.9521 0.9170 -6.7419  0.094
H: 5.5856 -0.5593 -5.9695  0.118
H: 3.8782 1.5158 -4.5146  0.054
H: 5.5775 1.3661 -4.3337  0.086
H: 4.4913 0.0371 -3.8279  0.066
C: -3.9117 4.6181 -0.7044  -0.098
O: -2.9079 3.7905 -1.2119  -0.220
C: -3.2642 3.3295 -2.5458  -0.165
C: -2.2853 2.2756 -3.0299  -0.082
N: -2.0599 1.1908 -2.0110  0.011
H: -1.2422 0.5534 -2.1851  -0.091
H: -1.9047 1.7334 -1.1782  0.130
C: -3.2463 0.3831 -1.6237  -0.109
C: -2.8946 -0.5904 -0.5305  -0.188
O: -2.2302 0.1844 0.5084  -0.228
C: -2.6359 -0.1011 1.8045  -0.114
H: -4.8642 4.1274 -0.4363  0.115
H: -4.0116 5.4255 -1.4415  0.103
H: -3.5042 5.1325 0.1660  0.068
H: -3.3360 4.1973 -3.2330  0.149
H: -4.2635 2.8870 -2.4284  0.125
H: -1.3008 2.6774 -3.2716  0.117
H: -2.6333 1.7981 -3.9732  0.153
H: -3.7221 -0.1252 -2.4572  0.144
H: -4.0282 1.0453 -1.2036  0.144
H: -2.1884 -1.3640 -0.8053  0.065
H: -3.8365 -0.9635 -0.1469  0.122
H: -2.8108 -1.1805 1.9132  0.077
H: -3.5340 0.4881 2.0851  0.107
H: -1.8376 0.1986 2.5155  0.090
C: -1.4757 7.8598 -3.8593  -0.062
O: -1.3981 7.1426 -2.6565  -0.213
C: -0.0699 6.9373 -2.2651  -0.180
C: -0.1296 6.3000 -0.8172  -0.048
N: -1.1306 7.0988 0.0175  0.057
H: -0.8339 8.0812 0.0078  0.190
H: -2.0694 7.0688 -0.4352  0.163
C: -1.2698 6.7239 1.4685  -0.089
C: -2.3481 7.6074 2.1271  -0.216
O: -3.4293 7.5427 1.2754  -0.216
C: -4.4758 8.4860 1.4932  -0.032
H: -2.4800 7.7906 -4.1801  0.090
H: -0.8380 7.3823 -4.5993  0.093
H: -1.1760 8.8945 -3.7113  0.110
H: 0.3818 7.9160 -2.1619  0.133
H: 0.4752 6.3187 -2.9448  0.120
H: 0.8541 6.3556 -0.3673  0.128
H: -0.4549 5.2591 -0.7855  0.117
H: -0.2956 6.8842 1.9278  0.137
H: -1.5150 5.6709 1.5185  0.122
H: -1.9880 8.6482 2.1915  0.142
H: -2.4936 7.2583 3.1575  0.144
H: -4.1008 9.3037 2.1056  0.099
H: -5.2434 7.9872 2.0952  0.104
H: -4.9083 8.8567 0.5812  0.096
C: -6.7411 -2.4904 1.7809  -0.049
O: -6.5631 -3.3335 0.6293  -0.219
C: -7.7798 -3.7499 0.0979  -0.202
C: -7.5173 -5.0383 -0.7260  -0.037
N: -6.2137 -4.8786 -1.4885  0.055
H: -6.3882 -4.4787 -2.4026  0.182
H: -5.6408 -4.2657 -0.9044  0.139
C: -5.3939 -6.0966 -1.8152  -0.080
C: -4.0304 -5.7065 -2.3253  -0.213
O: -3.4576 -4.8697 -1.3673  -0.193
C: -2.1170 -4.4926 -1.6426  -0.084
H: -7.3850 -1.6772 1.5205  0.093
H: -5.7807 -2.0790 2.0781  0.077
H: -7.1482 -3.0063 2.6419  0.104
H: -8.2914 -2.9934 -0.5038  0.140
H: -8.4981 -3.9908 0.9000  0.149
H: -8.3242 -5.1756 -1.4807  0.159
H: -7.3670 -5.9298 -0.1258  0.134
H: -5.9106 -6.6393 -2.6233  0.159
H: -5.3900 -6.7394 -0.9356  0.141
H: -4.1354 -5.2254 -3.2966  0.141
H: -3.4227 -6.5895 -2.4740  0.135
H: -1.6282 -3.9778 -0.8170  0.075
H: -2.0680 -3.8070 -2.4906  0.091
H: -1.4769 -5.3206 -1.9466  0.090
C: 1.6699 -8.6686 -0.9528  -0.070
O: 0.7700 -8.0133 -0.0584  -0.225
C: -0.6220 -8.5242 -0.1146  -0.113
C: -1.0364 -8.7215 1.3878  -0.048
N: -0.6702 -7.3940 2.0090  0.031
H: 0.3068 -7.2930 1.7718  0.145
H: -1.1737 -6.6175 1.5328  0.156
C: -0.8697 -7.2150 3.5262  -0.053
C: -2.1339 -6.4105 3.7010  -0.115
O: -2.1303 -5.3125 2.6478  -0.246
C: -3.2897 -4.5062 2.7831  -0.115
H: 1.1298 -8.8023 -1.9074  0.099
H: 2.0121 -9.6292 -0.6290  0.093
H: 2.5501 -8.0681 -1.2305  0.102
H: -0.6591 -9.4535 -0.6209  0.119
H: -1.2958 -7.8272 -0.6172  0.114
H: -0.5395 -9.4936 1.9434  0.136
H: -2.1097 -8.8682 1.5563  0.142
H: -0.0240 -6.6304 3.8629  0.125
H: -0.7724 -8.2624 3.9482  0.171
H: -2.1766 -5.9965 4.7336  0.152
H: -3.0216 -6.9679 3.4403  0.125
H: -3.4111 -3.9830 3.7444  0.102
H: -4.2592 -5.0387 2.6346  0.105
H: -3.2272 -3.7801 1.9861  0.064
C: 0.3700 -2.5855 4.7559  -0.045
O: 0.7053 -1.8321 3.5648  -0.228
C: 0.7677 -2.6401 2.3644  -0.184
C: 0.8654 -1.6306 1.2614  -0.180
N: 2.2151 -0.9733 1.2601  0.075
H: 2.1487 0.0186 1.0430  0.151
H: 2.4788 -0.9161 2.2264  0.146
C: 3.3340 -1.5172 0.2985  -0.026
C: 4.5615 -0.5542 0.4302  -0.180
O: 4.1091 0.7492 0.1285  -0.226
C: 4.9978 1.8294 0.5180  -0.040
H: 1.2379 -2.5601 5.3850  0.082
H: 0.0942 -3.5911 4.4066  0.081
H: -0.4522 -2.1599 5.3191  0.092
H: -0.2424 -3.0868 2.2254  0.130
H: 1.5935 -3.3515 2.3942  0.139
H: 0.1514 -0.8406 1.3724  0.102
H: 0.7089 -2.1522 0.3007  0.051
H: 2.8986 -1.4192 -0.6873  0.057
H: 3.4939 -2.5915 0.5201  0.145
H: 5.3087 -0.8426 -0.2921  0.135
H: 4.9749 -0.4852 1.4328  0.116
H: 5.8323 1.9664 -0.1478  0.094
H: 5.3787 1.6900 1.5505  0.070
H: 4.3286 2.7092 0.4656  0.100
Br: 0.3828 -0.7512 -1.9268  -0.046